The following is a quantum chemistry calculation of C12H26CaN6O6S as an isolated structure, from the Open Molecules 2025 dataset.

```
52
Properties=species:S:1:pos:R:3:forces:R:3
O 0.1779 -2.2420 -4.5653 -0.1 0.2 0.2
H -0.5801 -1.8692 -4.0664 0.2 0.0 0.0
Ca 0.0634 0.0348 0.0668 0.0 -2.2 -0.6
N 1.6692 -1.1586 -0.7250 -1.1 -0.7 0.4
N -0.7130 -1.9780 0.4598 1.4 1.2 0.5
N 0.7618 1.9714 -0.1901 0.1 3.3 0.1
N -1.3928 1.0417 1.2252 -1.1 2.5 1.3
O 2.8051 -0.6799 -0.7714 1.5 -0.5 -0.8
O 1.9040 2.3110 -0.9197 -1.1 0.8 0.4
O -2.4880 0.4803 1.8499 0.6 1.1 -0.2
O -1.7952 -2.1382 1.1029 -0.4 -1.2 -0.4
C -0.0330 -2.8232 -0.2847 0.0 -0.6 -0.1
C 1.2409 -2.4037 -0.8839 -0.1 -0.4 0.7
C 0.1035 2.8140 0.5736 2.8 -0.9 -2.4
C -1.0544 2.3171 1.3349 -2.1 -3.3 0.7
C 2.1580 -3.2402 -1.6753 0.2 -0.7 -0.6
H 2.3147 -2.7534 -2.6489 0.1 -0.2 0.2
H 1.7933 -4.2449 -1.8569 0.0 -0.1 0.0
H 3.1294 -3.2966 -1.1603 -0.2 0.1 -0.2
C -0.6282 -4.1656 -0.4098 -0.2 -0.8 -0.3
H -1.6155 -4.0689 -0.8817 0.1 -0.1 0.2
H -0.7734 -4.5809 0.5971 -0.1 0.0 -0.3
H -0.0357 -4.8581 -0.9956 0.1 -0.1 -0.1
C 0.5469 4.2151 0.6714 -0.1 0.9 0.2
C -1.8478 3.2119 2.1953 -0.3 0.8 0.4
H 1.1916 4.5219 -0.1600 -0.1 -0.4 0.2
H 1.1036 4.3658 1.6030 -0.1 0.1 -0.1
H -0.3251 4.8682 0.6721 0.1 0.2 0.1
H -2.4520 2.6728 2.9357 0.2 -0.1 -0.4
H -2.5299 3.8031 1.5710 0.1 0.0 0.2
H -1.1834 3.8910 2.7288 -0.1 0.2 0.0
H 1.9677 1.6168 -1.6220 0.1 0.4 1.1
H -2.4780 -0.4783 1.5293 0.5 0.4 0.2
C -1.4233 0.0778 -1.6189 -0.1 0.1 -0.8
H -1.6811 0.0104 -2.6581 -0.5 0.1 -0.6
H -1.4172 1.1413 -1.3277 -0.4 0.1 -0.3
H -2.1602 -0.4448 -0.9981 -0.2 0.1 -0.2
O 2.2068 0.9126 -4.1556 -0.3 -0.4 0.0
H 1.9372 0.0646 -4.5528 0.1 0.4 0.2
H 1.5020 1.0879 -3.5191 -0.1 -0.1 -0.3
S 1.7557 -0.0392 2.1728 0.2 -0.2 1.0
C 0.7952 -0.4168 3.5059 0.6 0.4 0.6
N 0.9107 -1.5479 4.2406 0.0 0.0 -0.5
C 0.2090 -1.4641 5.5103 0.3 -0.4 0.0
C -0.5554 -0.1480 5.3941 -0.6 0.3 -0.1
N -0.0531 0.4179 4.1572 0.4 0.2 -0.5
H 1.5712 -2.2926 4.0180 -0.4 0.7 -0.1
H 0.9420 -1.4282 6.3203 -0.2 -0.1 0.1
H -0.4544 -2.3206 5.6345 0.0 0.1 0.2
H -0.3452 0.5120 6.2373 -0.2 0.0 0.0
H -1.6332 -0.3003 5.2896 0.1 0.0 0.3
H -0.3108 1.3500 3.8254 0.4 -0.9 0.1
```
Forces are in eV/Å.

Results
ΔE to the lowest compared entry with this formula, charge and spin   142.9 kcal per mole
Total energy   -63353.8277 eV
Strongest force on any atom   3.947 eV/Å
HOMO-LUMO gap (spin up / spin down)   5.426 / 4.543 eV
Charge   0